# 1
This record from the Open Molecules 2025 dataset describes 7 unconnected molecules or ions with the total composition C29H60O15PS2 in a non-equilibrium geometry. The level of theory is wB97M-V/def2-TZVPD.

The geometry in XYZ format:
```
107
Properties=species:S:1:pos:R:3:forces:R:3
O 6.3503 -2.9042 1.7751 -0.80 -0.24 -4.88
S 5.8223 -2.6210 0.3484 -1.06 4.80 4.15
O 5.0385 -1.2825 0.3855 2.87 -5.04 -1.25
O 7.1743 -2.4165 -0.7093 -0.48 -0.70 2.21
C 4.8049 -4.0651 -0.3713 0.15 -0.33 -0.36
C 3.9872 -4.7062 0.8956 -0.17 -1.25 0.60
C 2.4191 -5.0786 0.6005 0.24 -0.19 -0.47
C 1.5663 -3.9305 -0.2000 -0.92 0.62 0.46
C 1.9038 -2.3847 0.2292 -1.11 -0.72 -1.44
P 0.3804 -1.2335 -0.1568 3.24 -1.62 -0.49
S 0.6283 -0.3118 -1.8966 -0.16 0.92 -0.44
H 7.9746 -2.3989 -0.0961 -1.52 -0.06 -0.87
H 5.5831 -4.7966 -0.8769 -1.49 1.48 1.30
H 4.1399 -3.6313 -1.2303 1.14 -0.49 1.92
H 4.5302 -5.7383 1.1516 -1.02 2.27 -0.49
H 4.0161 -4.0758 1.8813 0.18 -0.79 -2.30
H 1.9236 -5.3175 1.6456 1.04 0.55 -2.09
H 2.4230 -6.0779 -0.0392 -0.18 1.91 1.29
H 0.4191 -4.1072 0.0700 2.39 0.03 -0.82
H 1.7126 -4.0605 -1.3558 -0.34 -0.18 1.89
H 2.7116 -2.0207 -0.5369 -1.60 -0.16 1.37
H -0.8560 -1.9622 -0.2808 0.48 0.40 0.91
H 0.3762 -0.2137 0.8610 -0.67 -0.81 -0.24
O -1.0895 -2.6385 -3.3094 -1.08 -0.16 -2.81
C -1.4766 -2.3622 -4.4411 1.03 0.34 2.61
O -1.5837 -3.3283 -5.3825 -0.12 -0.66 -0.43
C -2.1949 -3.1472 -6.6734 0.24 0.13 0.12
C -1.2008 -2.5811 -7.6678 0.20 0.16 -0.02
C -1.7488 -0.9387 -4.8310 -0.66 0.32 0.20
H -3.1060 -2.5465 -6.5975 0.15 0.06 0.05
H -2.5089 -4.1417 -7.0077 0.11 0.04 0.30
H -0.8487 -1.5913 -7.3660 -0.13 -0.07 -0.04
H -1.6519 -2.5003 -8.6606 0.02 -0.02 0.06
H -0.3169 -3.2245 -7.7329 -0.20 0.01 0.01
H -0.8094 -0.4575 -5.1113 -0.06 -0.03 0.13
H -2.1749 -0.4204 -3.9647 0.47 -0.13 -0.07
H -2.4730 -0.8322 -5.6339 0.08 -0.03 -0.26
O -1.9874 -8.7408 -0.5852 -0.07 1.13 -1.54
C -2.1331 -8.1021 -1.6233 0.36 0.01 1.31
O -1.4952 -6.9211 -1.7952 0.12 -0.93 0.44
C -1.4522 -6.1884 -3.0338 -0.20 0.45 -0.17
C -2.6775 -5.3091 -3.1847 -0.36 0.02 0.10
C -3.0903 -8.5681 -2.6810 0.10 -0.63 -0.50
H -1.3064 -6.8603 -3.8846 -0.10 -0.12 0.10
H -0.5604 -5.5545 -2.9858 -0.17 -0.17 0.27
H -3.5956 -5.9010 -3.2232 0.01 -0.14 -0.08
H -2.6128 -4.7108 -4.0977 0.04 -0.24 0.28
H -2.7722 -4.6349 -2.3268 0.22 -0.08 -0.19
H -4.0993 -8.2407 -2.4213 0.11 0.00 -0.05
H -3.0631 -9.6630 -2.7110 -0.13 0.24 0.24
H -2.8386 -8.2313 -3.6828 -0.11 0.25 0.02
O -0.2215 -0.4279 4.3642 0.92 2.07 -0.13
C 0.4333 0.6100 4.3975 -0.72 -1.55 -0.37
O 0.3502 1.5042 3.3854 -0.54 -0.21 0.14
C 0.9283 2.8225 3.4102 0.24 0.00 -0.08
C 2.3806 2.7843 2.9778 0.21 -0.18 -0.06
C 1.4069 0.8655 5.5107 -0.16 0.19 0.70
H 0.7901 3.2954 4.3869 0.05 -0.13 -0.01
H 0.3573 3.4228 2.6941 -0.05 -0.33 0.11
H 2.9877 2.1824 3.6589 -0.05 0.09 -0.01
H 2.7988 3.7940 2.9416 -0.11 -0.04 0.02
H 2.4723 2.3284 1.9863 -0.09 0.10 0.13
H 2.3493 0.3614 5.2860 -0.09 0.05 -0.02
H 0.9884 0.4521 6.4351 0.14 -0.14 -0.31
H 1.5880 1.9190 5.7049 0.18 0.06 -0.16
O 1.7888 6.5363 3.1156 1.18 0.88 -1.48
C 2.6687 7.0522 2.4325 -0.91 -0.85 0.70
O 2.5537 7.0918 1.0848 -0.61 0.07 0.33
C 3.4302 7.8275 0.2112 0.26 -0.08 -0.09
C 4.6635 7.0140 -0.1277 0.10 -0.21 0.10
C 3.9289 7.5642 3.0666 0.02 0.63 0.38
H 3.6726 8.8083 0.6306 -0.01 -0.14 0.09
H 2.8629 8.0166 -0.7062 -0.14 -0.15 0.32
H 5.2550 6.7893 0.7636 -0.01 0.11 -0.08
H 5.2976 7.5525 -0.8373 -0.08 -0.04 0.06
H 4.3782 6.0528 -0.5680 -0.01 0.21 0.00
H 4.6234 6.7331 3.2068 -0.06 0.07 -0.03
H 3.6739 7.9897 4.0436 0.03 -0.35 -0.15
H 4.4124 8.3599 2.5066 0.14 -0.14 -0.15
O -1.0155 11.6579 2.0688 -0.29 -2.06 -0.33
C -1.1040 10.4341 2.1086 -0.13 1.48 0.04
O -1.6951 9.7576 1.0967 0.26 0.60 -0.20
C -1.6886 8.3246 0.9583 -0.08 -0.24 0.16
C -2.8159 7.6992 1.7555 -0.14 0.05 0.18
C -0.6451 9.6723 3.3175 0.71 -0.18 0.09
H -0.7093 7.9083 1.2122 -0.09 0.08 0.10
H -1.8446 8.1172 -0.1057 0.06 0.33 0.16
H -2.7080 7.8932 2.8257 0.08 -0.10 -0.08
H -2.8434 6.6170 1.6008 0.03 0.12 0.00
H -3.7791 8.1236 1.4531 0.16 -0.08 -0.07
H -1.4362 9.6833 4.0703 0.07 -0.02 -0.08
H 0.2435 10.1704 3.7209 -0.37 0.07 0.00
H -0.3489 8.6483 3.1071 -0.19 -0.14 0.04
O -2.3686 -3.8934 -0.0901 -2.50 -0.08 0.83
C -3.4374 -3.9074 0.5135 2.06 0.19 -0.60
O -4.6052 -3.7926 -0.1603 -0.16 -0.25 -0.53
C -5.9076 -3.9790 0.4243 0.16 0.17 0.07
C -6.3977 -2.6994 1.0722 0.09 0.21 0.11
C -3.4691 -3.9577 2.0131 0.13 -0.61 0.36
H -5.9132 -4.8301 1.1115 0.11 0.13 0.01
H -6.5797 -4.2437 -0.3989 0.34 0.03 -0.03
H -5.7467 -2.3890 1.8936 -0.09 -0.11 -0.03
H -7.4107 -2.8285 1.4631 0.07 0.00 -0.04
H -6.4015 -1.8801 0.3454 -0.04 -0.19 0.04
H -3.3399 -2.9481 2.4088 0.02 -0.08 -0.03
H -2.6396 -4.5874 2.3537 -0.03 0.37 -0.17
H -4.3733 -4.4017 2.4204 -0.17 0.17 0.02
```
Forces are in eV/Å.

Computed properties:
Highest occupied orbital energy ... -2.103 eV
Net charge ... -1
Orbital gap ... 3.9 eV
Energy ... -92713.1777 eV

***

# 2
This record from the Open Molecules 2025 dataset describes 5 unconnected molecules or ions with the total composition C29H63F4O8P. The level of theory is wB97M-V/def2-TZVPD.

The geometry in XYZ format:
```
105
Properties=species:S:1:pos:R:3:forces:R:3
C -0.2953 1.1300 3.2420 -0.19 -0.16 -0.06
C -1.6455 0.7223 3.8549 0.05 0.42 -0.08
C -2.4645 -0.1512 2.9081 0.39 -0.10 -0.34
C -1.9905 -1.6115 2.7448 -0.50 -0.23 0.24
C -1.4901 -2.3056 4.0249 0.01 0.27 -0.13
C 0.0299 -2.2465 4.1650 -0.18 0.05 0.79
C 0.5845 -3.1411 5.2980 -0.04 0.09 -0.74
C 1.9814 -3.7252 4.9916 -0.01 0.11 0.43
C 3.1278 -3.1537 5.8625 -0.42 -0.03 -0.48
P 3.9684 -1.6283 5.2763 0.44 0.10 0.57
F 2.7416 -0.9241 4.5040 -0.06 -0.04 -0.25
C 5.0258 -2.2771 3.9122 -0.37 -0.33 -0.23
C 4.3934 -2.8290 2.6210 0.42 0.18 0.04
C 3.5409 -1.8532 1.8783 -0.67 -0.45 0.08
F 3.8916 -0.5577 1.9509 0.35 -0.01 -0.39
C 2.5005 -2.1817 1.1232 0.38 0.32 0.24
F 1.9133 -3.3652 1.1464 0.19 -0.30 -0.19
F 1.9215 -1.3850 0.2512 -0.31 0.26 0.12
H -0.4219 2.0184 2.6218 0.14 0.02 0.02
H 0.4581 1.3164 4.0091 0.00 0.12 -0.08
H 0.0902 0.3460 2.5846 0.06 -0.02 0.10
H -2.2198 1.6350 4.0447 0.03 -0.04 0.09
H -1.4903 0.2704 4.8367 -0.10 -0.19 -0.07
H -2.3761 0.3151 1.9190 -0.23 0.02 0.02
H -3.5295 -0.1366 3.1511 0.07 0.00 0.25
H -1.2396 -1.6838 1.9538 0.10 0.00 0.08
H -2.8512 -2.1821 2.3861 0.09 0.07 -0.21
H -1.9444 -1.8034 4.8856 -0.02 -0.15 0.07
H -1.8485 -3.3391 4.0625 0.14 -0.02 -0.13
H 0.2856 -1.2164 4.4171 0.23 0.00 -0.41
H 0.5048 -2.5099 3.2184 -0.04 0.03 -0.05
H 0.6044 -2.5537 6.2175 -0.05 -0.20 0.14
H -0.1142 -3.9711 5.4257 0.01 0.02 0.20
H 1.9455 -4.8047 5.1562 0.07 0.02 -0.04
H 2.1996 -3.5726 3.9368 -0.04 -0.06 -0.02
H 3.9045 -3.9131 5.9851 0.11 0.11 0.16
H 2.7310 -2.9073 6.8496 0.11 -0.16 0.08
H 5.5620 -3.1047 4.3900 0.07 0.09 0.05
H 5.7855 -1.5329 3.6710 -0.14 0.11 0.01
H 5.2131 -3.1073 1.9460 0.00 0.00 0.07
H 3.8491 -3.7529 2.8066 -0.12 0.10 -0.03
C -2.3230 -3.6027 -0.7399 0.01 0.02 0.06
O -3.5167 -3.1694 -0.1167 0.03 -0.08 -0.09
C -4.5230 -2.7692 -1.0355 -0.03 0.14 0.29
C -5.5898 -3.8270 -1.1912 -0.07 -0.03 -0.31
O -5.0806 -4.9907 -1.8270 0.04 -0.03 0.10
C -4.8157 -6.0522 -0.9309 0.00 0.01 -0.04
H -1.6914 -4.0394 0.0327 0.00 0.03 0.02
H -2.5190 -4.3560 -1.5074 0.00 0.01 -0.02
H -1.7901 -2.7577 -1.1904 0.00 -0.02 -0.04
H -4.0851 -2.5235 -2.0076 -0.02 -0.05 -0.04
H -4.9843 -1.8609 -0.6341 -0.02 0.01 -0.04
H -6.3865 -3.4292 -1.8268 0.01 0.04 0.02
H -6.0216 -4.0773 -0.2172 0.04 0.01 0.03
H -5.7486 -6.4800 -0.5471 0.01 0.00 0.04
H -4.1979 -5.7256 -0.0903 -0.01 0.00 0.02
H -4.2811 -6.8219 -1.4854 -0.02 0.00 -0.03
C 1.2278 4.5617 1.0153 -0.01 -0.04 0.04
O 0.6919 3.3934 0.4234 0.04 0.07 0.00
C 0.4849 3.5091 -0.9739 -0.10 -0.17 0.11
C 1.5657 2.7953 -1.7533 0.06 0.13 -0.19
O 2.8291 3.4209 -1.5937 0.01 -0.05 0.10
C 3.6802 2.7386 -0.6886 0.02 0.04 -0.01
H 1.5056 4.3099 2.0376 -0.03 -0.02 0.00
H 2.1149 4.9132 0.4822 0.00 0.01 -0.01
H 0.4806 5.3625 1.0413 0.03 0.03 -0.02
H 0.4341 4.5612 -1.2711 0.03 0.01 -0.02
H -0.4792 3.0446 -1.2049 0.00 0.02 -0.01
H 1.3140 2.8274 -2.8184 -0.01 -0.01 0.01
H 1.6160 1.7455 -1.4485 -0.02 -0.01 0.03
H 4.0280 1.7936 -1.1199 -0.02 -0.03 0.04
H 3.1795 2.5371 0.2613 0.00 -0.02 0.00
H 4.5425 3.3786 -0.5066 0.00 0.01 -0.03
C 8.3656 4.5649 -2.1405 -0.01 0.02 0.03
O 8.1064 5.9473 -2.2907 -0.02 -0.07 -0.03
C 8.1359 6.3857 -3.6396 0.03 0.14 0.15
C 6.7438 6.5647 -4.2019 -0.02 -0.10 -0.18
O 6.0639 5.3277 -4.3223 0.02 0.00 0.10
C 5.1159 5.1002 -3.2929 -0.01 -0.03 -0.06
H 8.1565 4.3049 -1.1040 0.02 0.03 0.01
H 7.7291 3.9622 -2.7934 0.01 -0.01 -0.01
H 9.4167 4.3405 -2.3532 -0.01 -0.03 -0.03
H 8.7017 5.6840 -4.2602 -0.01 -0.02 -0.01
H 8.6537 7.3499 -3.6590 0.00 -0.01 -0.02
H 6.8213 6.9969 -5.2049 0.01 0.02 0.02
H 6.1744 7.2595 -3.5765 0.01 0.00 0.03
H 4.2525 5.7631 -3.4092 -0.01 0.00 0.06
H 5.5542 5.2501 -2.3027 -0.01 0.02 0.01
H 4.7737 4.0714 -3.3751 -0.01 0.01 -0.04
C -6.2146 0.2441 -3.1453 0.03 -0.05 0.05
O -6.8475 -0.9896 -3.4358 0.02 0.13 -0.02
C -8.2344 -0.8484 -3.7059 0.06 -0.26 0.07
C -8.5265 -0.9226 -5.1870 -0.12 0.16 -0.07
O -7.9892 0.1887 -5.8852 0.08 -0.03 0.03
C -6.7925 -0.1063 -6.5809 -0.02 0.03 0.00
H -5.1400 0.0692 -3.1178 -0.01 -0.06 0.01
H -6.4315 0.9971 -3.9066 -0.02 0.01 0.01
H -6.5335 0.6160 -2.1653 0.00 0.07 -0.02
H -8.6133 0.0908 -3.2924 0.00 0.02 -0.02
H -8.7518 -1.6725 -3.2041 -0.02 0.02 0.00
H -9.6110 -0.9095 -5.3340 0.00 -0.02 0.01
H -8.1399 -1.8602 -5.5980 0.02 -0.01 0.02
H -6.9931 -0.7500 -7.4441 0.03 -0.03 0.01
H -6.0588 -0.5924 -5.9328 0.00 -0.02 -0.01
H -6.3817 0.8370 -6.9366 -0.03 0.01 -0.01
```
Forces are in eV/Å.

Computed properties:
Highest occupied orbital energy ... -8.777 eV
Net charge ... 0
Orbital gap ... 9.4 eV
Energy ... -67628.1336 eV
SMILES ... CCCCCCCCCP(F)CCC(F)=C(F)F.COCCOC.COCCOC.COCCOC.COCCOC

***

- highest occupied orbital energy of number 2 (C29H63F4O8P)?
  -8.777 eV